Here is C10H17N3O4 in the gas phase at a distorted geometry from the OMol25 dataset. Energies are from the ωB97M-V functional and the def2-TZVPD basis.

Geometry as ORCA input:
```
! wB97M-V def2-TZVPD RIJCOSX def2/J DEFGRID3
* xyz 0 1
N -2.30 2.20 1.54
C -1.84 2.17 0.26
O -0.74 2.71 -0.04
C -2.78 1.51 -0.79
C -3.03 0.02 -0.59
C -1.92 -0.76 0.11
N -0.59 -0.40 -0.29
C 0.47 -0.59 0.51
O 0.43 -1.38 1.45
C 1.75 0.19 0.13
C 2.31 -0.27 -1.25
C 3.78 0.00 -1.04
C 4.03 -0.36 0.44
N 2.77 0.01 1.11
C -2.19 -2.29 0.01
O -3.01 -2.69 -0.79
O -1.56 -3.08 0.83
H -1.48 2.31 2.12
H -2.87 1.40 1.82
H -2.29 1.70 -1.75
H -3.74 2.00 -0.88
H -3.96 -0.08 0.06
H -3.26 -0.40 -1.61
H -1.97 -0.52 1.20
H -0.47 0.47 -0.78
H 1.40 1.29 0.07
H 1.85 0.23 -2.10
H 2.13 -1.33 -1.41
H 4.45 -0.56 -1.70
H 4.04 1.05 -1.22
H 4.86 0.16 1.02
H 4.17 -1.48 0.45
H 2.43 -0.67 1.82
H -0.87 -2.54 1.27
*
```

ΔE to the lowest compared entry with this formula, charge and spin: 80.7 kJ/mol
HOMO level: -8.875 eV
LUMO level: 0.45 eV
HOMO-LUMO gap: 9.3283 eV
E_tot: -856.52083 a.u.
structure (SMILES): NC(=O)CC[C@H](NC(=O)[C@@H]1CCCN1)C(=O)O

These are the Löwdin partial charges, in e, on atoms 1 to 5: N 0.1692; C -0.5039; O 0.0087; C -0.1107; C -0.1406

---

Here is 2 unconnected molecules or ions with the total composition C10H17N4 at a distorted geometry from the OMol25 dataset. Energies are from the ωB97M-V functional and the def2-TZVPD basis.

Geometry as ORCA input:
```
! wB97M-V def2-TZVPD RIJCOSX def2/J DEFGRID3
* xyz 1 1
C -1.72 -2.25 0.31
C -2.76 -1.43 0.30
C 0.74 -1.98 0.01
C 1.38 -0.64 -0.49
C -1.13 0.98 1.54
C -2.64 0.80 1.21
C -1.50 0.26 -0.70
C -0.55 0.70 0.19
C -1.38 -0.05 -2.19
C 1.73 1.35 0.92
N -0.48 -1.92 0.09
N -2.72 -0.02 0.02
N 0.84 0.53 0.02
N 4.47 0.09 -0.49
H -1.87 -3.16 0.78
H -3.75 -1.82 0.28
H 2.43 -0.56 -0.40
H 1.11 -0.65 -1.60
H -0.95 2.08 1.75
H -0.76 0.41 2.42
H -3.16 0.38 2.01
H -3.01 1.84 0.74
H -0.89 0.64 -2.85
H -2.44 -0.15 -2.47
H -0.77 -0.95 -2.40
H 2.77 1.14 0.81
H 1.57 2.36 0.65
H 1.53 1.22 1.98
H 4.15 -0.44 -1.41
H 5.48 0.16 -0.34
H 4.28 1.09 -0.67
*
```

ΔE to the lowest compared entry with this formula, charge and spin: 363.5 kJ/mol
HOMO level (spin up / spin down): -12.180 / -12.180 eV
LUMO level (spin up / spin down): -4.96 / -4.96 eV
HOMO-LUMO gap (spin up / spin down): 7.2163 / 7.2147 eV
E_tot: -609.83542 a.u.

These are the Löwdin partial charges, in e, on atoms 1 to 5: C -0.0922; C 0.0066; C 0.1973; C -0.1570; C -0.0856

---

Here is 2 unconnected molecules or ions with the total composition C10H17NO4 at a distorted geometry from the OMol25 dataset. Energies are from the ωB97M-V functional and the def2-TZVPD basis.

Geometry as ORCA input:
```
! wB97M-V def2-TZVPD RIJCOSX def2/J DEFGRID3
* xyz 0 1
C 4.52 2.13 -0.02
C 3.16 1.53 -0.15
C 2.09 2.18 0.34
C 0.72 1.67 0.20
C 0.61 0.66 -0.96
C 1.70 -0.42 -0.79
C 3.09 0.20 -0.85
C -0.81 -0.06 -0.68
C -0.98 -1.18 -1.70
C -2.01 0.96 -0.68
O -3.22 0.21 -0.54
O -0.46 -0.21 0.55
O -2.21 -2.33 0.47
N -2.20 -2.27 1.71
O -2.91 -3.04 2.34
H 5.25 1.49 -0.52
H 4.56 3.12 -0.47
H 4.80 2.23 1.04
H 2.16 3.11 0.91
H 0.43 1.14 1.13
H -0.06 2.44 0.08
H 0.68 1.14 -1.97
H 1.57 -0.91 0.18
H 1.60 -1.21 -1.55
H 3.37 0.31 -1.91
H 3.83 -0.49 -0.42
H -0.69 -0.88 -2.73
H -0.39 -2.05 -1.38
H -2.05 -1.47 -1.70
H -1.95 1.60 0.20
H -2.09 1.49 -1.63
H -3.95 0.85 -0.40
*
```

ΔE to the lowest compared entry with this formula, charge and spin: 666.2 kJ/mol
HOMO level (spin up / spin down): -8.559 / -8.456 eV
LUMO level (spin up / spin down): -0.82 / -2.65 eV
HOMO-LUMO gap (spin up / spin down): 7.7435 / 5.8089 eV
E_tot: -746.66537 a.u.

These are the Löwdin partial charges, in e, on atoms 1 to 5: C -0.0703; C -0.2936; C -0.0507; C -0.1716; C -0.1884

---

Here is C10H17O in the gas phase at a distorted geometry from the OMol25 dataset. Energies are from the ωB97M-V functional and the def2-TZVPD basis.

Geometry as ORCA input:
```
! wB97M-V def2-TZVPD RIJCOSX def2/J DEFGRID3
* xyz 0 2
C 2.59 -2.02 -0.11
C 1.68 -1.04 -0.74
C 0.66 -1.46 -1.52
C -0.73 -0.82 -1.34
C -0.85 0.64 -0.69
C -1.68 0.87 0.57
C -3.06 0.36 0.63
C -1.04 1.36 1.79
C 0.58 1.29 -0.72
C 1.70 0.38 -0.21
O 1.70 0.21 1.21
H 3.50 -1.57 0.31
H 2.10 -2.56 0.72
H 2.89 -2.78 -0.83
H 0.71 -2.40 -2.07
H -1.16 -0.76 -2.35
H -1.40 -1.50 -0.78
H -1.43 1.17 -1.47
H -3.72 1.09 1.12
H -3.49 0.15 -0.36
H -3.14 -0.57 1.21
H -1.22 2.43 1.99
H -1.39 0.81 2.68
H 0.05 1.21 1.77
H 0.78 1.49 -1.78
H 0.58 2.24 -0.17
H 2.64 0.85 -0.56
H 2.17 0.93 1.67
*
```

ΔE to the lowest compared entry with this formula, charge and spin: 0.0 kJ/mol
HOMO level (spin up / spin down): -6.703 / -8.403 eV
LUMO level (spin up / spin down): 0.76 / 0.75 eV
HOMO-LUMO gap (spin up / spin down): 7.4627 / 9.1538 eV
E_tot: -466.36075 a.u.
⟨S²⟩: 0.75

These are the Löwdin partial charges, in e, on atoms 1 to 5: C -0.0647; C -0.2551; C -0.0388; C -0.1202; C -0.2422

---

Here is a gas-phase ion, C10H17O2 (charge +1) at a distorted geometry from the OMol25 dataset. Energies are from the ωB97M-V functional and the def2-TZVPD basis.

Geometry as ORCA input:
```
! wB97M-V def2-TZVPD RIJCOSX def2/J DEFGRID3
* xyz 1 1
C -1.17 0.81 -1.21
C -0.89 -0.31 -0.56
C 1.40 -0.74 0.89
C -0.67 2.00 -0.57
C 0.03 0.02 0.63
C 0.29 1.49 0.49
C -1.69 2.83 0.27
C -2.22 -2.24 0.23
C 3.63 -0.92 -0.23
C -1.19 -1.80 -0.82
O 2.25 1.04 -0.33
O 2.25 -0.35 -0.30
H -1.79 0.88 -2.20
H 1.95 -0.37 1.79
H 1.39 -1.75 0.82
H -0.37 2.80 -1.31
H -0.57 -0.21 1.48
H 0.79 2.11 1.21
H -2.63 2.86 -0.26
H -1.42 3.95 0.59
H -1.87 2.24 1.18
H -2.86 -1.39 0.51
H -1.76 -2.61 1.14
H -2.77 -3.13 -0.15
H 4.16 -0.46 0.49
H 3.44 -2.00 -0.09
H 4.00 -0.66 -1.23
H -1.56 -1.88 -1.82
H -0.18 -2.22 -0.62
*
```

ΔE to the lowest compared entry with this formula, charge and spin: 504.4 kJ/mol
HOMO level: -13.129 eV
LUMO level: -4.44 eV
HOMO-LUMO gap: 8.6897 eV
E_tot: -541.20587 a.u.

These are the Löwdin partial charges, in e, on atoms 1 to 5: C -0.0269; C -0.1905; C 0.0305; C -0.3257; C -0.1725

---

Here is a molecular structure, C10H18 at a distorted geometry from the OMol25 dataset. Energies are from the ωB97M-V functional and the def2-TZVPD basis.

Geometry as ORCA input:
```
! wB97M-V def2-TZVPD RIJCOSX def2/J DEFGRID3
* xyz 0 1
C -0.79 0.73 -0.67
C -0.03 0.53 1.20
C -1.43 0.54 -1.87
C -0.01 1.67 0.19
C -2.17 -0.76 -2.26
C -1.63 1.68 -2.78
C 1.61 -0.15 2.84
C 2.17 -0.64 0.38
C 0.38 -1.89 1.52
C 1.04 -0.50 1.43
H 0.90 1.98 -0.30
H -0.98 0.50 1.87
H -0.36 2.65 0.41
H -3.22 -0.50 -2.44
H -2.01 -1.46 -1.57
H -1.85 -1.25 -3.28
H -0.92 1.60 -3.62
H -1.50 2.76 -2.40
H -2.70 1.69 -3.31
H 2.69 -0.20 2.87
H 1.58 0.86 3.15
H 1.46 -0.84 3.53
H 2.53 -1.70 0.39
H 3.07 0.01 0.47
H 1.62 -0.50 -0.58
H -0.36 -2.13 0.76
H -0.14 -1.97 2.48
H 1.07 -2.71 1.59
*
```

ΔE to the lowest compared entry with this formula, charge and spin: 437.0 kJ/mol
HOMO level: -7.780 eV
LUMO level: 0.83 eV
HOMO-LUMO gap: 8.6070 eV
E_tot: -391.62415 a.u.

These are the Löwdin partial charges, in e, on atoms 1 to 5: C 0.0240; C -0.0219; C -0.3600; C -0.2168; C -0.0635

---

Question: Number 3 is which compound?
Answer: C10H17NO4

---

Question: Look up the E_tot of the third one.
Answer: -746.66537 a.u.

---

Copy entry 3 word for word.
Here is 2 unconnected molecules or ions with the total composition C10H17NO4 at a distorted geometry from the OMol25 dataset. Energies are from the ωB97M-V functional and the def2-TZVPD basis.

Geometry as ORCA input:
```
! wB97M-V def2-TZVPD RIJCOSX def2/J DEFGRID3
* xyz 0 1
C 4.52 2.13 -0.02
C 3.16 1.53 -0.15
C 2.09 2.18 0.34
C 0.72 1.67 0.20
C 0.61 0.66 -0.96
C 1.70 -0.42 -0.79
C 3.09 0.20 -0.85
C -0.81 -0.06 -0.68
C -0.98 -1.18 -1.70
C -2.01 0.96 -0.68
O -3.22 0.21 -0.54
O -0.46 -0.21 0.55
O -2.21 -2.33 0.47
N -2.20 -2.27 1.71
O -2.91 -3.04 2.34
H 5.25 1.49 -0.52
H 4.56 3.12 -0.47
H 4.80 2.23 1.04
H 2.16 3.11 0.91
H 0.43 1.14 1.13
H -0.06 2.44 0.08
H 0.68 1.14 -1.97
H 1.57 -0.91 0.18
H 1.60 -1.21 -1.55
H 3.37 0.31 -1.91
H 3.83 -0.49 -0.42
H -0.69 -0.88 -2.73
H -0.39 -2.05 -1.38
H -2.05 -1.47 -1.70
H -1.95 1.60 0.20
H -2.09 1.49 -1.63
H -3.95 0.85 -0.40
*
```

ΔE to the lowest compared entry with this formula, charge and spin: 666.2 kJ/mol
HOMO level (spin up / spin down): -8.559 / -8.456 eV
LUMO level (spin up / spin down): -0.82 / -2.65 eV
HOMO-LUMO gap (spin up / spin down): 7.7435 / 5.8089 eV
E_tot: -746.66537 a.u.

These are the Löwdin partial charges, in e, on atoms 1 to 5: C -0.0703; C -0.2936; C -0.0507; C -0.1716; C -0.1884